Entry 1:
The following is a quantum chemistry calculation of C41H42IrN4O2PS2Si as an isolated structure, from the Open Molecules 2025 dataset.

```
! RIJCOSX wB97M-V def2-TZVPD def2/J DEFGRID3
* xyz 0 5
Ir 6.94856 -9.80003 16.18078
C 3.46183 -5.99278 13.69121
C 3.21410 -6.30432 15.03996
C 4.16978 -6.94551 15.84094
C 5.40844 -7.30635 15.24938
C 5.61971 -7.08585 13.87418
C 4.61358 -6.47507 13.10821
N 6.47020 -7.82540 16.03313
C 7.19332 -7.05458 16.87453
C 6.84331 -5.79894 17.44865
C 7.67717 -5.20562 18.39019
C 8.90220 -5.83873 18.78148
C 9.28092 -7.01992 18.16249
C 8.44945 -7.60482 17.25183
N 8.60864 -8.88675 16.78187
N 9.78468 -9.43834 16.91746
C 9.64361 -10.75051 16.63577
C 10.72020 -11.64418 16.57824
C 10.44804 -12.98224 16.61729
C 9.10605 -13.42910 16.74401
C 8.08922 -12.50615 16.62499
N 8.34003 -11.21336 16.52472
H 2.69930 -5.44589 13.13268
H 2.27659 -5.94990 15.54139
H 4.01114 -7.15188 16.88007
H 6.60498 -7.26499 13.41769
H 4.74751 -6.33371 12.01265
H 5.99883 -5.25610 17.05273
H 7.35896 -4.28654 18.88488
H 9.56511 -5.38432 19.50329
H 10.21614 -7.51780 18.37067
H 11.74225 -11.18975 16.55507
H 11.25506 -13.74107 16.58099
H 8.83467 -14.45272 16.92158
H 7.05001 -12.76371 16.68626
C 6.80710 -9.15891 10.20275
C 7.63724 -8.92717 11.29397
C 7.37345 -9.48166 12.55655
C 6.19930 -10.18703 12.74852
C 5.33758 -10.42870 11.65192
C 5.66285 -9.92361 10.41861
Si 5.72129 -10.84464 14.44942
C 5.86835 -12.75786 14.20122
C 6.87273 -13.24217 13.35183
C 6.86882 -14.59524 12.94861
C 5.95686 -15.49026 13.49874
C 4.99089 -14.98448 14.38185
C 4.92614 -13.64515 14.72062
C 3.83930 -10.68048 14.63946
C 3.05526 -10.02829 13.69395
C 1.69894 -9.81533 13.95484
C 1.10454 -10.24547 15.12068
C 1.86420 -10.92956 16.03307
C 3.21690 -11.14240 15.80524
H 7.09895 -8.80023 9.21917
H 8.58798 -8.39995 11.16556
H 8.08613 -9.35188 13.37299
H 4.53571 -11.11303 11.73674
H 5.02342 -10.07505 9.55697
H 7.74115 -12.58902 13.13887
H 7.61096 -14.90969 12.21099
H 5.92312 -16.56143 13.28049
H 4.24374 -15.63739 14.85666
H 4.13861 -13.30349 15.39309
H 3.51874 -9.54543 12.81177
H 1.11258 -9.34418 13.15410
H 0.04360 -10.05248 15.25721
H 1.40922 -11.40393 16.89835
H 3.78216 -11.64356 16.57890
C 5.18077 -13.72924 21.52946
C 4.51434 -13.11831 20.29194
C 4.86638 -13.82273 19.01757
O 4.82710 -11.69232 20.28713
P 6.09320 -10.91636 19.67101
S 7.83456 -11.80719 19.86091
S 5.36011 -10.33126 17.88690
O 6.18244 -9.64434 20.60177
C 5.09920 -8.84310 21.16372
C 4.19625 -8.24861 20.14388
C 4.31381 -9.64861 22.19699
H 4.83579 -14.75951 21.68800
H 5.01371 -13.10379 22.46565
H 6.28861 -13.75584 21.30572
H 3.41628 -13.15976 20.42405
H 5.97484 -13.78519 18.81390
H 4.32884 -13.35934 18.20373
H 4.55820 -14.89268 19.14123
H 5.67426 -8.06952 21.69120
H 3.56877 -9.03009 19.67843
H 4.74896 -7.69563 19.34707
H 3.47389 -7.56510 20.63798
H 3.60863 -10.35077 21.71898
H 3.72375 -8.96352 22.82913
H 5.03279 -10.21260 22.84308
*
```

Summary:
LUMO level (alpha / beta) ... 0.02159 / -0.08299 hartree
<S²> ... 6.0376
HOMO-LUMO gap (alpha / beta) ... 6.826 / 5.525 eV

Entry 2:
The following is a quantum chemistry calculation of C41H42IrNO10S as an isolated structure, from the Open Molecules 2025 dataset.

```
! RIJCOSX wB97M-V def2-TZVPD def2/J DEFGRID3
* xyz 1 6
Ir 0.57691 -0.60432 0.02802
C 3.53263 4.95252 -2.30846
C 3.53840 3.44758 -2.35934
C 4.68706 2.85714 -3.15431
O 3.62177 2.90600 -0.99941
C 2.64111 1.96486 -0.80591
C 2.03448 1.76134 -2.20552
O 2.28611 2.99627 -2.83294
C 0.60381 1.25256 -2.50233
O 0.47017 0.02794 -1.77624
C -0.56122 2.18467 -2.18522
C -0.55024 3.53153 -2.53333
C -1.67492 4.32258 -2.33891
C -2.82110 3.79035 -1.77529
C -2.84255 2.44717 -1.42043
C -1.72984 1.65219 -1.63865
C 0.59666 0.83350 -3.98152
C 1.35624 -0.27470 -4.35359
C 1.42320 -0.67921 -5.67589
C 0.72423 0.01711 -6.65335
C -0.03866 1.11384 -6.29174
C -0.09875 1.52293 -4.96493
C 1.70602 2.43500 0.50561
O 0.62280 1.68291 0.32401
C 2.44338 1.94304 1.77633
C 1.67900 1.99519 2.93943
C 2.21548 1.60010 4.15310
C 3.53074 1.16307 4.21815
C 4.30148 1.13679 3.06693
C 3.76339 1.52022 1.84513
C 1.40198 3.90836 0.59462
C 2.41835 4.81455 0.89339
C 2.12775 6.15510 1.07555
C 0.81589 6.60238 0.97374
C -0.19866 5.70092 0.69436
C 0.09298 4.35717 0.50697
H 4.45296 5.31754 -1.85702
H 2.68137 5.30763 -1.73417
H 3.46900 5.34164 -3.32352
H 5.63602 3.24383 -2.78900
H 4.57441 3.13217 -4.20178
H 4.70708 1.77165 -3.07638
H 3.04492 1.02677 -0.43396
H 2.68162 0.98264 -2.63914
H 0.33607 3.97228 -2.96377
H -1.64130 5.36644 -2.61932
H -3.69384 4.40987 -1.61827
H -3.73447 2.01435 -0.98716
H -1.77148 0.60121 -1.38649
H 1.87895 -0.84528 -3.59539
H 2.01622 -1.54305 -5.94456
H 0.77130 -0.29679 -7.68702
H -0.59278 1.66082 -7.04241
H -0.70568 2.37769 -4.70650
H 0.67112 2.39249 2.89900
H 1.61263 1.64842 5.04992
H 3.95681 0.85977 5.16442
H 5.33553 0.82362 3.11533
H 4.40033 1.50626 0.97399
H 3.43718 4.46660 0.99867
H 2.92325 6.84989 1.30748
H 0.58746 7.64866 1.12227
H -1.22250 6.03972 0.61623
H -0.70402 3.66453 0.27135
O 2.72752 -1.12264 0.23136
C 3.15195 -2.27506 0.40325
C 2.40745 -3.37433 0.91669
C 3.06438 -4.61918 0.96518
C 2.40611 -5.69654 1.48143
C 1.10537 -5.59096 1.99082
C 0.45808 -4.38565 1.95930
C 1.08156 -3.24342 1.40662
O 0.42687 -2.12323 1.40989
N 3.08184 -7.00137 1.51732
O 2.45114 -7.93858 1.95438
O 4.21952 -7.04686 1.10375
H 4.20631 -2.45326 0.15721
H 4.07579 -4.72652 0.59815
H 0.63630 -6.47017 2.40841
H -0.54099 -4.27867 2.35673
C -0.77891 -3.21290 -3.67734
S -1.13334 -2.65778 -2.02744
C -1.91655 -4.12354 -1.39072
O 0.21037 -2.60629 -1.31248
H -0.08928 -4.05433 -3.61624
H -0.33282 -2.38747 -4.22467
H -1.71626 -3.50746 -4.14592
H -2.84509 -4.29802 -1.93142
H -2.13055 -3.93831 -0.34114
H -1.23460 -4.96612 -1.49607
C -1.19790 -0.30707 2.97936
O -1.17014 0.02832 1.57938
H -1.94020 0.31900 3.47335
H -0.21374 -0.16476 3.42620
H -1.48838 -1.34990 3.04189
H -1.09595 0.98923 1.49196
*
```

Summary:
LUMO level (alpha / beta) ... -0.11124 / -0.20269 hartree
<S²> ... 8.7688
HOMO-LUMO gap (alpha / beta) ... 7.936 / 5.776 eV
Energy above the lowest of the compared OMol25 structures with the same formula, charge and spin ... 10.8 kJ/mol

Entry 3:
The following is a quantum chemistry calculation of C41H42N7O2PTb as an isolated structure, from the Open Molecules 2025 dataset.

```
! RIJCOSX wB97M-V def2-TZVPD def2/J DEFGRID3
* xyz 3 7
Tb -0.24062 -0.21442 -0.08180
C 0.66760 3.14367 -0.48127
N 0.99040 1.92933 -1.27211
C 2.44631 1.69596 -1.29477
C 2.81751 1.10662 0.02623
N 1.96205 0.39638 0.74196
C 2.63287 0.10449 1.95083
C 2.19865 -0.53397 3.11211
C 3.09979 -0.64807 4.15158
C 4.40502 -0.13673 4.05386
C 4.83540 0.52571 2.92468
C 3.91613 0.63769 1.88841
N 3.98386 1.28061 0.65423
C -0.63765 2.97895 0.22012
N -1.00666 1.83966 0.77146
C -2.27942 2.06931 1.31474
C -3.14217 1.20569 1.98629
C -4.36087 1.71656 2.38825
C -4.71677 3.05251 2.13224
C -3.86601 3.91585 1.47137
C -2.64337 3.38770 1.06954
N -1.56742 3.93252 0.36778
H 1.43839 3.27546 0.27985
H 0.66831 4.04116 -1.10069
H 0.67426 2.06591 -2.22789
H 2.67042 1.00096 -2.09972
H 3.01559 2.61081 -1.47851
H 1.18159 -0.88393 3.21598
H 2.79545 -1.12555 5.07375
H 5.07966 -0.24761 4.89246
H 5.83230 0.94431 2.86133
H 4.77697 1.79160 0.29692
H -2.85553 0.18634 2.21677
H -5.05374 1.08779 2.93267
H -5.67609 3.41700 2.47529
H -4.13738 4.94740 1.28662
H -1.48409 4.89149 0.06568
O -0.91654 -1.81981 2.27363
N -0.02508 -2.21896 1.28547
C 0.64743 -3.28512 1.42751
C 1.45421 -3.83458 0.33349
C 2.45693 -4.73207 0.69829
C 3.21484 -5.37504 -0.26434
C 2.94256 -5.15726 -1.60666
C 1.92656 -4.28752 -1.97957
C 1.18191 -3.59390 -1.03005
P -0.23103 -2.57141 -1.62237
C 0.49336 -1.43176 -2.85906
C -0.41041 -0.64840 -3.59555
C 0.04643 0.22501 -4.57212
C 1.41102 0.33718 -4.82230
C 2.31544 -0.41356 -4.08271
C 1.86462 -1.28369 -3.09622
C -1.22068 -3.78374 -2.54246
C -1.36360 -3.79460 -3.92550
C -2.13357 -4.78322 -4.52821
C -2.75836 -5.75189 -3.75705
C -2.61734 -5.74142 -2.37340
C -1.85667 -4.75620 -1.76611
H -0.93884 -2.46414 3.00441
H 0.59250 -3.84804 2.36054
H 2.63891 -4.93100 1.74891
H 3.99505 -6.06406 0.03184
H 3.50682 -5.68210 -2.36658
H 1.69528 -4.16585 -3.03185
H -1.47464 -0.74675 -3.42034
H -0.66125 0.79848 -5.15813
H 1.76611 0.99448 -5.60702
H 3.37699 -0.33691 -4.28679
H 2.58212 -1.87135 -2.53736
H -0.86507 -3.05837 -4.54347
H -2.23451 -4.80011 -5.60614
H -3.35102 -6.52200 -4.23377
H -3.09645 -6.50378 -1.77273
H -1.73843 -4.75986 -0.68638
O -2.21403 0.05901 -1.07050
C -3.48711 -0.00458 -1.10680
C -4.27186 1.17660 -1.57255
C -5.01640 0.91733 -2.89946
C -6.32373 0.14303 -2.73988
C -6.16759 -1.27158 -2.18789
C -5.57067 -1.31894 -0.78539
N -4.10892 -1.10842 -0.76422
H -3.56823 1.99923 -1.67886
H -4.99009 1.44821 -0.79080
H -4.35085 0.39681 -3.59760
H -5.23345 1.88852 -3.34339
H -6.81915 0.09372 -3.70996
H -6.99165 0.70963 -2.08229
H -5.55163 -1.87967 -2.85845
H -7.14804 -1.74789 -2.14443
H -5.73921 -2.28977 -0.32702
H -6.03888 -0.57120 -0.14184
H -3.52556 -1.89976 -0.53007
*
```

Summary:
LUMO level (alpha / beta) ... -0.32383 / -0.28764 hartree
<S²> ... 12.6201
HOMO-LUMO gap (alpha / beta) ... 7.016 / 8.005 eV
Energy above the lowest of the compared OMol25 structures with the same formula, charge and spin ... 101.6 kJ/mol

Number 1: total energy -3488.608279 Eh. Number 2: total energy -2896.725323 Eh. Number 3: total energy -3286.415901 Eh.